No. 1
{
  "formula": "C14H31FO8",
  "method": "wB97M-V/def2-TZVPD",
  "species": ["H", "C", "O", "O", "C", "O", "O", "H", "H", "H", "H", "H", "H", "C", "H", "H", "H", "C", "H", "C", "H", "C", "C", "C", "H", "H", "H", "H", "H", "H", "C", "C", "H", "H", "C", "H", "H", "O", "H", "H", "H", "H", "C", "H", "C", "H", "O", "H", "H", "F", "H", "C", "O", "O"],
  "xyz": [[3.5677, 1.8216, 3.6415], [-2.0426, -4.1755, -2.8595], [-0.0464, -5.0650, -1.9261], [0.3611, -1.0270, 2.0642], [1.4441, 2.5221, 3.4425], [-0.4894, -1.3468, 4.0684], [1.8980, -1.2820, 3.8041], [3.3237, 3.9116, 1.6212], [0.6342, -3.1293, -1.7265], [2.4200, -1.4519, -0.9258], [-0.6889, 0.0698, -1.4689], [4.2788, 2.4361, 1.3838], [-2.4184, -3.8941, -3.8432], [-1.4013, -3.0729, -2.2758], [1.8628, 0.5960, -1.7588], [-4.5887, 4.9539, -1.7390], [1.1523, 1.4829, 3.5942], [-1.4860, -1.4159, 3.1445], [-0.9531, -2.4021, -3.0088], [3.0219, 2.7274, 3.3776], [-0.6594, 2.2843, -0.2438], [2.0784, 2.4205, 1.2074], [-0.2543, -3.6841, -1.4251], [0.7415, -1.2085, 3.3643], [1.9957, 1.3434, 1.0621], [-0.3794, 2.7634, -1.9048], [-1.6388, -2.4258, 2.7640], [-1.3637, -6.1668, -3.2381], [0.8930, 3.1774, 4.1168], [-2.4631, -1.1413, 3.5421], [-0.9639, -5.1823, -2.9953], [-0.7796, 1.9655, -1.2792], [-1.4912, -0.7903, 1.0229], [2.6002, -1.6334, -2.5985], [-1.0010, -0.6106, 1.9798], [-2.7694, -4.6869, -2.2284], [3.3726, 3.5646, 3.9812], [-4.1161, 2.9395, -1.5223], [-1.8397, 1.8656, -1.5121], [-3.4807, 4.5731, -0.5028], [-0.2206, -5.0458, -3.7808], [-2.1225, -2.5947, -1.6130], [2.9720, -1.0338, -1.7676], [-0.4102, -3.4744, -0.3669], [-3.7552, 4.2872, -1.5182], [4.0372, -1.2065, -1.6138], [2.7825, 0.3773, -1.9258], [-4.0265, 2.5307, -2.3862], [1.8412, 2.9501, 0.2847], [-0.9254, 0.6953, 2.2715], [-2.9320, 4.4051, -2.2229], [3.3659, 2.8409, 1.8206], [1.0587, 2.9101, 2.1399], [0.0038, 0.7325, -1.5212]],
  "nbo_charge": [0.21, -0.44, -0.52, -0.51, -0.07, -0.49, -0.54, 0.20, 0.18, 0.16, 0.47, 0.23, 0.23, -0.44, 0.49, 0.16, 0.16, -0.12, 0.21, -0.43, 0.20, -0.07, -0.08, 0.98, 0.17, 0.18, 0.18, 0.19, 0.19, 0.21, -0.07, -0.28, 0.17, 0.15, 0.44, 0.21, 0.21, -0.73, 0.18, 0.18, 0.17, 0.20, -0.25, 0.18, -0.24, 0.18, -0.75, 0.47, 0.19, -0.32, 0.16, -0.43, -0.55, -0.75],
  "relative_energy_ev": 2.5858,
  "lumo_ev": 0.018,
  "smiles": "O=C1OC[C@@H](F)O1.C1CCOC1.C1CCOC1.CO.CO.CO",
  "orbital_gap_ha": 0.34732
}

No. 2
{
  "formula": "C14H31INO6",
  "method": "wB97M-V/def2-TZVPD",
  "species": ["C", "C", "H", "H", "C", "C", "H", "H", "C", "H", "O", "C", "H", "C", "H", "H", "C", "H", "H", "H", "H", "O", "C", "C", "C", "H", "H", "O", "H", "H", "H", "O", "H", "C", "H", "H", "I", "N", "H", "H", "H", "H", "C", "O", "H", "O", "H", "H", "H", "H", "H", "H", "C"],
  "xyz": [[-4.9604, -6.2586, 3.7399], [-2.0589, -0.7012, 4.0887], [-6.9662, -5.4674, 2.8962], [-6.1941, -4.2854, 4.2703], [2.9008, 6.8989, -3.5654], [-2.2999, -3.7867, 2.3954], [-6.9983, -5.9402, 4.7289], [0.7188, 0.9897, 2.1495], [4.5264, 4.3014, -4.7778], [-0.9087, 0.4760, 1.6510], [3.2844, 6.4105, -4.8466], [2.6393, 0.9832, -0.9825], [-2.4480, -2.8593, 1.6585], [-1.1453, -2.0260, 3.7046], [2.5324, 2.5079, -4.1387], [3.5176, 0.6697, -1.5544], [4.5928, 5.8332, -4.8375], [3.9556, 3.9001, -5.6247], [3.4055, 7.8511, -3.3690], [0.8697, -1.2988, -2.3499], [0.1720, 1.3068, 0.4913], [0.6618, -0.6774, 0.9607], [2.6093, 3.4845, -3.6518], [0.1284, 0.5932, 1.3183], [-6.3394, -5.3868, 3.9026], [2.7214, 0.6220, 0.0467], [-4.8545, -6.9055, 4.7343], [1.4596, 0.5143, -1.6250], [1.8208, 7.0720, -3.5754], [-3.5159, -5.4352, 1.3736], [2.1888, 3.4081, -2.6451], [3.9788, 3.8528, -3.5354], [2.0285, 4.2227, -4.2122], [0.1942, -1.1222, -0.3155], [0.0123, -2.1984, -0.2343], [2.6065, 2.0762, -0.9620], [-2.5376, -0.3839, 6.2139], [-2.0354, -3.2797, 3.7981], [-5.1300, -7.0420, 2.8608], [5.0804, 6.1266, -5.7724], [-1.3435, -4.3521, 1.9817], [5.1902, 6.2325, -4.0083], [1.2438, -0.8826, -1.4088], [-2.4764, 0.1130, 3.0917], [-0.7572, -0.6400, -0.5728], [-3.7307, -5.4636, 3.5991], [3.1302, 6.1883, -2.7671], [-0.2879, -2.0715, 4.5339], [-4.5682, -3.9808, 2.1936], [-0.6705, -1.9667, 2.6355], [5.5449, 3.9046, -4.8413], [2.1856, -1.3912, -1.1668], [-3.6741, -4.7363, 2.3218]],
  "nbo_charge": [-0.06, 0.42, 0.20, 0.24, -0.26, -0.24, 0.20, 0.18, -0.09, 0.22, -0.55, -0.25, 0.14, -0.34, 0.17, 0.16, -0.09, 0.18, 0.16, 0.18, 0.16, -0.56, -0.26, -0.27, -0.67, 0.19, 0.18, -0.56, 0.19, 0.15, 0.20, -0.55, 0.18, -0.09, 0.19, 0.18, -0.04, -0.73, 0.15, 0.18, 0.13, 0.17, -0.09, -0.65, 0.18, -0.53, 0.19, 0.17, 0.17, 0.21, 0.18, 0.17, -0.09],
  "lumo_ev": 2.244,
  "total_charge": -1,
  "orbital_gap_ha": 0.17164
}

No. 3
{
  "formula": "C14H31KN3O2V",
  "method": "wB97M-V/def2-TZVPD",
  "species": ["K", "C", "H", "C", "H", "C", "H", "H", "H", "C", "H", "O", "N", "H", "H", "H", "H", "H", "H", "C", "C", "H", "H", "H", "H", "H", "C", "C", "H", "H", "H", "O", "C", "C", "C", "H", "H", "H", "H", "C", "H", "H", "H", "V", "H", "C", "H", "H", "H", "C", "N", "N"],
  "xyz": [[-2.5138, 0.9130, -1.9285], [3.1784, 0.6222, -2.2991], [-4.4923, 0.5611, 2.0235], [-2.2911, 0.5852, 2.0168], [-2.0782, -1.4046, 1.1045], [2.7152, -2.6791, 0.8339], [1.1438, 3.4497, -2.6060], [-2.4835, 2.2537, 3.4543], [3.1091, -1.7716, 1.3390], [2.0843, 2.8739, -2.6746], [3.7052, 0.7366, -3.2629], [0.5265, -1.7483, 0.7782], [-1.2009, 1.1508, 1.1696], [1.4097, 0.7689, -4.3551], [-0.0097, 1.3784, -3.4596], [-2.0036, 3.1382, 1.1489], [2.8866, 1.9161, 0.1967], [0.0959, -3.2655, -1.3829], [2.9969, -0.4498, -2.1214], [1.7968, 2.0897, 0.0899], [-2.2076, -1.6118, -1.5730], [1.3397, 1.8105, 1.0662], [-1.1628, -1.1861, 2.6366], [-2.9352, -1.4000, 2.6619], [2.4632, 2.9493, -3.7083], [-1.2403, 1.0373, 3.8808], [0.9153, 0.7739, -3.3686], [-2.2440, 1.1768, 3.4420], [0.6466, -0.2602, -3.0954], [3.5222, -3.1154, 0.2076], [2.4230, -3.4192, 1.6112], [-3.1552, -1.1931, -2.2946], [-2.0988, -0.9399, 2.1082], [-1.0353, 2.6037, 1.2472], [0.9554, -3.5458, -0.7424], [2.8301, 3.3449, -2.0120], [1.7361, -3.9970, -1.3915], [1.8143, -1.5736, -0.7820], [3.8467, 0.9955, -1.5037], [1.5115, -2.3139, -0.0302], [-0.3870, 2.9419, 0.4225], [-3.7601, 0.3075, 0.4213], [-2.9776, 0.6634, 4.0873], [0.0000, 0.0000, 0.0000], [-3.7905, 1.9536, 1.1596], [-3.6633, 0.8750, 1.3651], [1.6159, 3.1768, -0.0230], [-0.5766, 2.9340, 2.2021], [0.6163, -4.3029, -0.0036], [1.8388, 1.3934, -2.3078], [-1.1538, -0.8835, -1.1919], [1.1841, 1.2955, -0.9782]],
  "nbo_charge": [0.96, -0.62, 0.27, 0.09, 0.20, -0.62, 0.21, 0.23, 0.22, -0.62, 0.26, -0.57, -0.44, 0.26, 0.19, 0.24, 0.25, 0.20, 0.21, -0.46, 0.85, 0.22, 0.25, 0.26, 0.26, 0.23, -0.61, -0.63, 0.21, 0.24, 0.24, -0.52, -0.62, -0.47, -0.62, 0.23, 0.25, 0.16, 0.22, 0.06, 0.22, 0.18, 0.26, 1.49, 0.22, -0.61, 0.25, 0.26, 0.24, 0.09, -0.78, -0.48],
  "relative_energy_ev": 4.2244,
  "lumo_ev": [-9.743, -9.795],
  "total_charge": 2,
  "orbital_gap_ha": [0.22900, 0.22720]
}